Record 1
Computed, not measured: a molecular structure, C48H42BN12PtS3, with wB97M-V/def2-TZVPD.

Last column: Mulliken spin population.
Atoms and positions in Å:
Pt (0.28660, -0.07816, 0.08600)  0.709
C (3.52469, -2.62632, -0.81185)  0.004
C (2.66039, -1.58595, -1.14178)  -0.019
N (1.79322, -1.40538, -0.14732)  0.051
N (2.07476, -2.29027, 0.82548)  0.000
C (3.11268, -3.04554, 0.44004)  -0.004
B (1.17375, -2.40195, 2.10904)  -0.024
N (-0.23898, -2.77299, 1.61159)  -0.047
C (-1.05135, -3.82838, 1.81002)  -0.006
C (-2.12785, -3.71616, 0.95546)  0.003
C (-1.89668, -2.54459, 0.23893)  -0.018
N (-0.76457, -1.98610, 0.64585)  0.280
N (1.10246, -0.98539, 2.75739)  0.006
C (1.20819, -0.62016, 4.04406)  0.002
C (1.00249, 0.74193, 4.13930)  -0.002
C (0.74648, 1.15716, 2.83745)  -0.007
N (0.80936, 0.10739, 2.02109)  0.037
N (1.80699, -3.36617, 3.06260)  0.000
C (3.01190, -3.19786, 3.68401)  0.000
C (3.36293, -4.39079, 4.24945)  0.000
C (2.30627, -5.26136, 3.90799)  0.000
N (1.38819, -4.65205, 3.18742)  0.000
H (4.33702, -3.01626, -1.39798)  0.000
H (2.62048, -0.96421, -2.02037)  -0.004
H (3.48581, -3.82997, 1.07775)  0.000
H (-0.77974, -4.58396, 2.52469)  -0.001
H (-2.95651, -4.39477, 0.86261)  0.001
H (-2.47166, -2.10248, -0.55587)  0.005
H (1.42352, -1.35279, 4.80275)  0.000
H (1.03422, 1.34652, 5.02746)  0.000
H (0.51410, 2.13096, 2.44299)  0.001
H (3.52139, -2.24761, 3.67064)  0.000
H (4.24229, -4.61247, 4.82763)  0.000
H (2.18450, -6.30180, 4.16226)  0.000
N (-0.26938, -0.30457, -1.83731)  0.049
S (-0.19626, 0.20868, -3.19654)  -0.013
N (-1.43291, 1.14415, -3.73951)  0.000
S (-1.58938, 2.62330, -3.29991)  0.002
N (-1.21340, 3.07069, -1.86643)  -0.002
S (-1.73357, 2.44654, -0.44928)  0.027
N (-0.83713, 1.56009, 0.30700)  -0.029
C (-1.98581, 3.92135, 0.49214)  -0.001
C (-2.23778, 3.73172, 1.84671)  0.002
C (-2.46934, 4.84100, 2.64158)  0.000
C (-2.44189, 6.11506, 2.08566)  0.001
C (-2.18431, 6.28674, 0.73374)  0.000
C (-1.95827, 5.18379, -0.07888)  0.000
C (-3.37751, 1.83893, -0.74546)  0.009
C (-4.48951, 2.66551, -0.62933)  -0.001
C (-5.74327, 2.11889, -0.85060)  0.000
C (-5.87309, 0.77464, -1.17861)  0.001
C (-4.75139, -0.03420, -1.29712)  0.000
C (-3.48974, 0.49767, -1.07789)  0.003
C (-3.26060, 2.98933, -3.73103)  0.000
C (-4.12156, 1.99313, -4.15872)  0.000
C (-5.42831, 2.34655, -4.46607)  0.000
C (-5.84428, 3.66366, -4.34227)  0.000
C (-4.96195, 4.64955, -3.91028)  0.000
C (-3.65595, 4.31690, -3.60064)  0.000
C (-0.62719, 3.70654, -4.31325)  0.000
C (-0.86772, 3.63642, -5.68170)  0.000
C (-0.13386, 4.45112, -6.52391)  0.000
C (0.82267, 5.31279, -5.99590)  0.000
C (1.04934, 5.36484, -4.62878)  0.000
C (0.31865, 4.55763, -3.76700)  0.000
C (1.28249, 1.12078, -3.62029)  -0.004
C (1.97858, 1.72090, -2.57988)  -0.006
C (3.12394, 2.44962, -2.86508)  0.011
C (3.55578, 2.57743, -4.17740)  0.000
C (2.84450, 1.98208, -5.21227)  0.001
C (1.70199, 1.24769, -4.93920)  -0.004
C (-0.30651, -1.09240, -4.38724)  0.005
C (0.20514, -2.31626, -3.97838)  0.001
C (0.18818, -3.37768, -4.86908)  0.000
C (-0.33882, -3.20747, -6.14223)  0.000
C (-0.85925, -1.97990, -6.53216)  0.000
C (-0.84875, -0.90836, -5.65331)  -0.001
H (-2.24693, 2.73368, 2.26488)  0.000
H (-2.67102, 4.71288, 3.69616)  0.000
H (-2.62052, 6.97829, 2.71235)  0.000
H (-2.15577, 7.28072, 0.30864)  0.000
H (-1.75225, 5.30408, -1.13221)  0.000
H (-4.38674, 3.70682, -0.35629)  0.000
H (-6.62256, 2.74099, -0.75237)  0.000
H (-6.85777, 0.35427, -1.33474)  0.000
H (-4.86096, -1.08099, -1.54831)  -0.001
H (-2.59293, -0.10031, -1.16636)  -0.005
H (-3.77583, 0.97339, -4.24723)  0.000
H (-6.12010, 1.58766, -4.80543)  0.000
H (-6.86297, 3.92995, -4.59061)  0.000
H (-5.29073, 5.67614, -3.82593)  0.000
H (-2.95429, 5.07667, -3.27840)  0.000
H (-1.62197, 2.96769, -6.07860)  0.000
H (-0.31067, 4.42133, -7.59021)  0.000
H (1.39061, 5.95220, -6.65837)  0.000
H (1.79398, 6.03802, -4.22628)  0.000
H (0.48013, 4.58224, -2.69898)  0.000
H (1.63084, 1.62404, -1.55885)  -0.011
H (3.68169, 2.91060, -2.06082)  0.001
H (4.45431, 3.13886, -4.39634)  0.000
H (3.18842, 2.07857, -6.23317)  0.000
H (1.15884, 0.76632, -5.74096)  0.000
H (0.58473, -2.43527, -2.97148)  -0.001
H (0.57788, -4.33966, -4.56622)  0.000
H (-0.35314, -4.03954, -6.83311)  0.000
H (-1.28208, -1.85870, -7.51996)  0.000
H (-1.26762, 0.04631, -5.93787)  0.000

Properties
HOMO-LUMO gap (spin up / spin down)	0.3117 / 0.2604	Eh
multiplicity	2
calculated total energy	-3849.52503	Ha
energy relative to the best compared isomer or geometry (same formula, charge and spin)	4.6	kJ/mol
net charge	+2



Record 2
Computed, not measured: 2 unconnected molecules or ions with the total composition C5H12NO, with wB97M-V/def2-TZVPD.

Last column: Mulliken charge in e.
Atoms and positions in Å:
C (-0.35746, -0.62937, -1.95786)  -0.888
C (-0.32927, -1.15798, -0.56893)  -0.732
C (-1.37677, -0.65532, 0.30036)  0.482
C (-2.41988, -1.27751, 0.83786)  -0.730
C (0.15827, 1.30058, 0.60574)  -0.255
N (-1.07751, 0.86273, 0.61200)  -0.041
H (-1.30578, -0.88545, -2.54203)  0.286
H (0.39516, -1.10273, -2.56431)  0.344
H (-0.15250, 0.48450, -1.88756)  0.251
H (0.68176, -1.02045, -0.12599)  0.240
H (-0.46383, -2.21408, -0.54275)  0.390
H (-2.61094, -2.26478, 0.51125)  0.315
H (-3.25929, -0.64993, 1.25692)  0.286
H (0.17722, 2.28570, 0.16051)  0.324
H (1.18557, 0.81636, 0.70904)  0.353
H (-1.74758, 1.43785, 0.14202)  0.364
H (4.44168, 2.07957, 1.18162)  0.328
H (4.29261, 0.95922, 2.14587)  0.322
O (3.76854, 1.63110, 1.72623)  -0.638

Properties
HOMO-LUMO gap	0.3325	Eh
calculated total energy	-327.36298	Ha
energy relative to the best compared isomer or geometry (same formula, charge and spin)	253.6	kJ/mol
net charge	+1



Record 3
Computed, not measured: a molecular structure, C30H51AlF8N6OPSSb2, with wB97M-V/def2-TZVPD.

Last column: Mulliken spin population.
Atoms and positions in Å:
Al (0.00584, -0.42450, 1.48694)  0.026
F (-1.63876, -0.87990, 6.64134)  0.000
C (-0.62666, -0.88090, 5.76724)  0.000
C (-0.90856, -0.76790, 4.41374)  0.002
C (0.10604, -0.79790, 3.46504)  -0.001
C (1.43854, -0.92300, 3.91624)  0.001
C (1.68994, -0.99200, 5.29014)  0.000
F (2.94364, -1.03210, 5.76724)  0.000
C (0.67244, -0.97940, 6.22614)  0.000
C (2.46684, -0.98320, 2.87824)  0.000
C (3.80534, -1.30540, 3.10944)  0.000
C (4.68684, -1.37360, 2.04894)  0.000
C (4.22994, -1.08670, 0.76874)  0.001
C (2.89304, -0.79120, 0.60974)  -0.037
N (2.02894, -0.76380, 1.62504)  -0.010
H (-1.94026, -0.64400, 4.11504)  0.000
H (0.89514, -1.03460, 7.27864)  0.000
H (4.15474, -1.50290, 4.10684)  0.000
H (5.71304, -1.65370, 2.21754)  0.000
H (4.89444, -1.10560, -0.07726)  0.001
H (2.47144, -0.59460, -0.37246)  0.066
C (0.92614, -3.19420, -5.46746)  0.005
C (1.67394, -2.66370, -4.27246)  0.106
C (2.26924, -3.74470, -3.40936)  0.007
Sb (0.26134, -1.33810, -3.07216)  0.639
C (0.85154, 0.71090, -3.83086)  0.106
C (1.06744, 0.62620, -5.32296)  0.017
C (2.07964, 1.17080, -3.07346)  0.008
C (-1.84896, -1.49780, -3.91086)  0.060
C (-2.51046, -0.13880, -3.85446)  0.001
C (-2.63346, -2.55120, -3.16676)  0.031
H (1.62384, -3.75830, -6.08826)  0.015
H (0.51594, -2.39810, -6.08436)  -0.002
H (0.12514, -3.87000, -5.17456)  0.000
H (2.44484, -1.94720, -4.56386)  -0.006
H (1.49974, -4.40280, -3.00826)  0.001
H (2.84284, -3.32460, -2.58626)  0.005
H (2.94534, -4.35560, -4.00776)  0.001
H (0.00134, 1.35460, -3.60706)  -0.022
H (1.91304, -0.01090, -5.56616)  0.000
H (1.28834, 1.62330, -5.70456)  0.017
H (0.18534, 0.26010, -5.84476)  -0.003
H (2.89254, 0.45150, -3.18296)  0.005
H (1.84604, 1.30090, -2.01556)  0.009
H (2.42844, 2.12530, -3.46756)  0.001
H (-1.67376, -1.80410, -4.94196)  0.011
H (-2.58576, 0.21930, -2.82866)  0.006
H (-3.51946, -0.22180, -4.25776)  0.005
H (-1.98306, 0.59950, -4.45326)  0.000
H (-2.76846, -2.26340, -2.12546)  -0.007
H (-2.14086, -3.52030, -3.19726)  0.001
H (-3.61686, -2.65890, -3.62346)  0.001
C (1.08874, 4.59940, -0.69236)  0.000
N (0.34214, 3.39140, -0.37686)  0.001
C (-0.86076, 3.20020, -1.17416)  -0.010
P (0.36884, 2.72520, 1.14314)  -0.004
O (0.24664, 1.21530, 0.93704)  0.037
N (-0.91166, 3.20970, 2.06044)  0.000
C (-1.45256, 4.56090, 2.01824)  0.000
C (-1.17746, 2.50560, 3.29994)  0.000
N (1.81364, 2.97610, 1.89574)  0.001
C (3.03994, 2.43270, 1.33704)  0.000
C (2.01014, 4.02850, 2.87544)  0.000
H (1.47014, 4.52030, -1.71166)  0.000
H (1.93364, 4.69770, -0.01606)  0.000
H (0.47944, 5.50460, -0.63096)  0.000
H (-0.58356, 3.17770, -2.22996)  0.001
H (-1.59176, 4.00090, -1.02426)  0.000
H (-1.31236, 2.24950, -0.89356)  0.005
H (-1.08946, 5.09370, 1.14374)  0.000
H (-1.18876, 5.13360, 2.91034)  0.000
H (-2.54126, 4.49450, 1.97054)  0.000
H (-0.99626, 1.44690, 3.13674)  -0.001
H (-2.22156, 2.65780, 3.56494)  0.000
H (-0.54846, 2.83970, 4.12754)  0.000
H (2.81044, 1.89800, 0.42024)  -0.001
H (3.49584, 1.74720, 2.05374)  0.000
H (3.75304, 3.22930, 1.11644)  0.000
H (1.04704, 4.34770, 3.26494)  0.000
H (2.52354, 4.89880, 2.45174)  0.000
H (2.61214, 3.63160, 3.69564)  0.000
F (0.12774, -1.38630, -0.01266)  -0.109
Sb (0.28464, -3.48130, 0.46694)  0.009
F (-1.38666, -3.05390, 1.22364)  -0.001
F (1.04104, -3.34010, 2.16624)  0.000
F (-0.45986, -3.55250, -1.28606)  0.000
F (1.96864, -3.23400, -0.33246)  0.005
F (0.04634, -5.30160, 0.59414)  0.000
C (-5.19646, -0.33240, -0.30606)  0.000
N (-4.80656, -1.11170, 0.83544)  0.000
C (-5.61546, -2.00350, 1.49104)  0.000
C (-4.88306, -2.56580, 2.47994)  0.000
N (-3.63456, -2.01040, 2.41804)  0.000
C (-3.59006, -1.11970, 1.41164)  -0.001
S (-2.32356, -0.04320, 0.99104)  0.000
H (-6.17006, 0.12300, -0.12986)  0.000
H (-5.25956, -0.96790, -1.19196)  0.000
H (-4.45146, 0.44500, -0.46376)  0.000
H (-6.63596, -2.15380, 1.20274)  0.000
H (-5.15256, -3.28500, 3.22264)  0.000
H (-2.84446, -2.30010, 2.97404)  0.000

Properties
HOMO-LUMO gap (spin up / spin down)	0.2925 / 0.2042	Eh
multiplicity	2
calculated total energy	-3838.75264	Ha
energy relative to the best compared isomer or geometry (same formula, charge and spin)	222.0	kJ/mol
net charge	+2



Record 4
Computed, not measured: a gas-phase ion, C6H9BrN3O (charge +1), with wB97M-V/def2-TZVPD.

Last column: Mulliken charge in e.
Atoms and positions in Å:
C (-2.02414, 0.21420, 1.09368)  -0.296
C (-1.58103, -0.24953, 2.34382)  -0.208
C (-1.41011, 0.66036, -0.11301)  -0.382
C (1.36343, -0.41233, -2.03850)  0.389
C (0.50152, -0.47853, -0.90611)  -0.036
C (-0.34130, -0.35656, 2.99997)  0.396
N (-0.38128, 0.51723, -0.95687)  -0.408
N (1.05695, 0.32276, -3.06723)  -0.297
N (0.79657, 0.28719, 2.66008)  -0.471
O (2.47054, -1.15685, -2.09145)  -0.470
Br (-0.12854, -1.36273, 4.61517)  -0.062
H (-3.04589, 0.09273, 0.97927)  0.379
H (-2.43945, -0.54289, 2.98676)  0.284
H (-2.10129, 1.33717, -0.54923)  0.308
H (0.53339, -1.23427, -0.08413)  0.328
H (0.25717, 0.96948, -3.03079)  0.290
H (1.81262, 0.41069, -3.80703)  0.301
H (1.63225, 0.33882, 3.29124)  0.296
H (0.72702, 1.30244, 2.33474)  0.289
H (2.66048, -1.54792, -1.16478)  0.370

Properties
SMILES	N\C(O)=C/N=C\C=C/C(=[NH2+])Br
HOMO-LUMO gap (spin up / spin down)	0.2255 / 0.2317	Eh
calculated total energy	-3047.22250	Ha
energy relative to the best compared isomer or geometry (same formula, charge and spin)	143.9	kJ/mol
net charge	+1